1.
# C14H22O7PS2W

C14H22O7PS2W as an isolated structure (wB97M-V/def2-TZVPD, the OMol25 dataset).

Each line ends with the Mulliken charge.
Positions of all 47 atoms, in Å:
W1 3.511 -0.855 0.364  1.373
O1 5.703 2.234 1.225  -0.033
C1 5.135 1.474 1.808  -0.078
O2 3.429 0.847 0.474  -0.562
C2 4.810 0.620 2.974  0.251
C3 3.275 0.437 3.218  -0.164
C4 3.038 0.159 4.686  -0.881
C5 3.660 -1.243 4.855  -0.938
C6 4.074 -1.615 3.447  -0.050
O3 3.044 -0.889 2.581  -0.720
C7 5.330 -0.880 2.926  -0.392
C8 5.449 -1.364 1.473  0.602
O4 5.678 -0.539 0.537  -0.494
O5 4.719 -2.361 1.126  -0.552
H1 5.298 1.184 3.778  0.892
H2 2.630 1.178 2.759  0.693
H3 1.971 0.159 4.894  0.380
H4 3.498 0.922 5.313  0.405
H5 2.935 -1.962 5.229  0.378
H6 4.519 -1.265 5.524  0.359
H7 4.044 -2.671 3.213  0.719
H8 6.230 -0.974 3.532  0.585
C9 -4.169 -0.392 -5.749  -1.362
C10 -4.702 0.512 -4.671  0.575
C11 -6.168 0.380 -4.365  -1.239
O6 -3.923 0.274 -3.347  -0.263
P1 -3.693 -1.014 -2.572  0.683
S1 -4.234 -2.731 -2.984  -0.118
S2 2.404 -1.390 -1.296  0.227
O7 -2.855 -0.699 -1.331  -0.208
C12 -2.874 0.440 -0.336  0.689
C13 -1.569 1.194 -0.460  -1.094
C14 -4.102 1.299 -0.507  -1.412
H9 -4.538 -0.012 -6.702  0.445
H10 -4.520 -1.416 -5.641  0.352
H11 -3.080 -0.370 -5.792  0.380
H12 -4.412 1.545 -4.841  0.207
H13 -6.448 -0.658 -4.184  0.325
H14 -6.726 0.725 -5.237  0.422
H15 -6.461 1.001 -3.520  0.367
H16 -2.929 -0.112 0.599  0.190
H17 -1.377 1.478 -1.495  0.330
H18 -0.702 0.660 -0.052  0.188
H19 -1.668 2.116 0.115  0.372
H20 -4.067 1.888 -1.421  0.328
H21 -4.155 1.988 0.336  0.453
H22 -5.014 0.699 -0.483  0.390

**LUMO energy**: -12.188 eV
**Net charge**: +3


2.
# C38H31GeN4PdSTe

C38H31GeN4PdSTe as an isolated structure (wB97M-V/def2-TZVPD, the OMol25 dataset).

Each line ends with the Mulliken charge.
Positions of all 77 atoms, in Å:
Pd1 1.343 -0.161 -0.343  0.276
C1 -0.610 -5.300 -1.401  -0.534
C2 0.400 -5.444 -0.460  -0.978
C3 1.346 -4.460 -0.285  0.143
C4 1.291 -3.288 -1.066  -0.306
C5 0.207 -3.119 -1.954  0.214
C6 -0.710 -4.128 -2.138  -0.854
N1 2.171 -2.258 -0.976  -0.207
C7 3.493 -2.403 -0.756  0.594
C8 4.228 -3.576 -0.987  -0.602
C9 5.600 -3.584 -0.827  -0.632
C10 6.282 -2.436 -0.440  -0.751
C11 5.594 -1.254 -0.251  -0.498
C12 4.209 -1.212 -0.426  -0.457
N2 3.490 -0.054 -0.333  0.860
N3 4.188 1.041 -0.325  -0.847
C13 3.630 2.241 -0.351  -0.292
C14 4.512 3.349 -0.395  -0.526
C15 3.998 4.615 -0.418  -0.458
C16 2.609 4.771 -0.414  -1.160
C17 1.815 3.642 -0.394  -0.274
N4 2.278 2.402 -0.358  0.437
H1 -1.330 -6.091 -1.541  0.493
H2 0.445 -6.338 0.142  0.394
H3 2.103 -4.546 0.482  0.597
H4 0.169 -2.197 -2.526  0.342
H5 -1.516 -3.994 -2.843  0.632
H6 3.715 -4.460 -1.338  0.483
H7 6.153 -4.488 -1.023  0.394
H8 7.355 -2.452 -0.315  0.386
H9 6.103 -0.338 0.011  0.453
H10 5.569 3.146 -0.413  0.530
H11 4.649 5.475 -0.438  0.385
H12 2.157 5.749 -0.426  0.473
H13 0.738 3.759 -0.388  0.445
C18 -0.301 2.179 -2.443  -1.628
Ge1 -0.514 1.218 -0.672  1.824
C19 -2.328 0.480 -0.587  0.503
C20 -3.327 0.588 -1.466  -0.421
C21 -4.656 0.140 -1.121  -0.571
C22 -4.881 -0.549 -0.003  -1.105
C23 -3.764 -1.095 0.848  0.531
C24 -2.494 -0.234 0.712  -1.489
C25 -0.453 2.268 1.055  0.014
C26 0.535 1.969 1.960  -0.182
C27 0.629 2.631 3.191  -1.103
C28 -0.300 3.571 3.538  -0.962
C29 -1.355 3.886 2.659  1.078
C30 -2.348 4.829 2.998  -0.908
C31 -3.362 5.127 2.133  -0.598
C32 -3.421 4.503 0.878  -1.021
C33 -2.468 3.594 0.516  -0.550
C34 -1.422 3.244 1.393  1.213
H14 -0.855 3.111 -2.454  0.410
H15 -0.691 1.534 -3.225  0.507
H16 0.741 2.389 -2.654  0.471
H17 -3.164 1.084 -2.412  0.464
H18 -5.470 0.440 -1.764  0.446
H19 -5.874 -0.861 0.278  0.419
H20 -4.067 -1.097 1.900  0.449
H21 -2.484 0.508 1.517  0.547
H22 1.296 1.213 1.717  0.389
H23 1.440 2.388 3.862  0.454
H24 -0.238 4.086 4.486  0.380
H25 -2.293 5.309 3.964  0.413
H26 -4.121 5.848 2.404  0.405
H27 -4.228 4.745 0.201  0.433
H28 -2.509 3.107 -0.449  0.299
Te1 -0.543 -1.330 0.891  0.016
C35 -3.609 -2.533 0.451  -0.283
C36 -3.452 -3.619 1.258  -0.381
C37 -3.472 -4.841 0.551  -0.529
C38 -3.653 -4.668 -0.781  -0.532
S1 -3.778 -3.008 -1.205  -0.042
H29 -3.333 -3.539 2.323  0.488
H30 -3.357 -5.805 1.010  0.432
H31 -3.728 -5.419 -1.542  0.570

**LUMO energy (spin up / spin down)**: -1.281 / -2.134 eV
**2S+1**: 2


3.
# C13H21MgO14S

C13H21MgO14S as an isolated structure (wB97M-V/def2-TZVPD, the OMol25 dataset).

Each line ends with the Mulliken charge.
Positions of all 50 atoms, in Å:
Mg1 1.431 1.160 1.828  0.967
S1 5.234 -0.067 2.332  1.221
O1 4.355 -0.052 1.164  -0.638
O2 5.443 -1.436 2.835  -0.652
O3 6.444 0.647 2.057  -0.650
O4 4.329 0.654 3.221  -0.614
C1 -2.147 2.498 5.364  -0.588
O5 -1.509 2.488 4.168  -0.644
H1 -2.052 1.552 5.897  0.216
H2 -1.633 3.175 6.047  0.196
H3 -3.180 2.845 5.393  0.195
C2 -4.023 -3.749 -4.322  -1.408
C3 -2.556 -3.362 -4.331  0.472
C4 -2.111 -2.307 -5.304  -0.382
O6 -1.531 -1.346 -4.446  -0.325
C5 -1.683 -1.649 -3.184  0.666
O7 -1.380 -0.976 -2.217  -0.566
O8 -2.266 -2.862 -3.061  -0.329
H4 -4.716 -2.908 -4.322  0.339
H5 -4.260 -4.342 -3.438  0.352
H6 -4.269 -4.461 -5.109  0.385
H7 -1.889 -4.209 -4.495  0.246
H8 -2.937 -1.901 -5.887  0.263
H9 -1.326 -2.719 -5.940  0.284
C6 3.618 9.818 -2.353  -1.375
C7 4.297 8.522 -2.009  0.396
C8 5.208 8.436 -0.817  -0.284
O9 4.733 7.267 -0.226  -0.317
C9 3.606 6.777 -0.817  0.639
O10 2.943 5.865 -0.412  -0.526
O11 3.327 7.563 -1.880  -0.355
H10 2.928 10.153 -1.578  0.327
H11 2.953 9.644 -3.198  0.354
H12 4.468 10.485 -2.497  0.366
H13 4.851 8.146 -2.869  0.251
H14 5.052 9.227 -0.084  0.257
H15 6.260 8.320 -1.081  0.264
C10 -3.868 -7.425 1.627  -1.351
C11 -3.271 -6.619 2.838  0.484
C12 -2.107 -7.198 3.579  -0.474
O12 -1.330 -6.090 3.864  -0.301
C13 -1.586 -5.115 3.146  0.722
O13 -0.930 -4.078 3.136  -0.604
O14 -2.591 -5.425 2.356  -0.337
H16 -4.700 -6.825 1.258  0.344
H17 -4.303 -8.375 1.936  0.378
H18 -3.243 -7.588 0.749  0.349
H19 -4.076 -6.431 3.548  0.215
H20 -1.582 -7.999 3.059  0.275
H21 -2.425 -7.727 4.477  0.300

**LUMO energy**: -0.788 eV
**Net charge**: -1